No. 1
{
  "formula": "C24H26N5O10",
  "method": "ωB97M-V with the def2-TZVPD basis set",
  "e_lumo_ha": -0.1298,
  "charge": 1,
  "largest_force_ev_per_a": 1.9,
  "homo_lumo_gap_ev": 8.48,
  "elements": ["C", "C", "O", "N", "C", "C", "O", "N", "C", "C", "O", "C", "N", "C", "C", "C", "C", "C", "O", "O", "N", "N", "O", "H", "H", "H", "H", "H", "H", "H", "H", "H", "H", "H", "H", "H", "H", "H", "H", "H", "H", "C", "C", "C", "O", "C", "C", "C", "O", "H", "H", "H", "H", "C", "C", "C", "O", "C", "C", "C", "O", "H", "H", "H", "H"],
  "coordinates": [[2.755, -1.179, 1.926], [2.067, -2.203, 1.068], [1.774, -3.295, 1.502], [1.834, -1.864, -0.294], [1.381, -0.490, -0.554], [1.783, 0.129, -1.856], [0.694, 0.112, 0.238], [1.110, -2.842, -0.977], [1.871, -3.626, -1.954], [1.699, -3.094, -3.364], [2.646, -2.853, -4.065], [-0.180, -3.011, -0.704], [-0.903, -2.356, 0.197], [-2.135, -2.782, 0.141], [-3.223, -2.254, 0.978], [-4.633, -2.661, 0.500], [-5.591, -2.779, 1.705], [-6.210, -1.456, 2.063], [-6.422, -1.146, 3.211], [-6.533, -0.628, 1.028], [-2.238, -3.739, -0.779], [-1.006, -3.890, -1.302], [-0.847, -4.833, -2.283], [3.665, -1.660, 2.257], [3.047, -0.287, 1.386], [2.101, -0.979, 2.759], [0.900, 0.534, -2.346], [2.397, 0.983, -1.601], [2.321, -0.556, -2.499], [1.568, -4.662, -1.882], [2.900, -3.601, -1.640], [0.679, -2.902, -3.741], [-3.155, -1.178, 0.883], [-3.044, -2.514, 2.013], [-4.613, -3.629, 0.004], [-4.977, -1.921, -0.204], [-6.340, -3.530, 1.487], [-5.037, -3.138, 2.557], [-6.191, 0.242, 1.253], [-3.039, -4.273, -1.066], [-0.556, -5.639, -1.831], [2.739, 4.153, 3.712], [3.067, 3.400, 2.667], [4.309, 2.589, 2.663], [4.608, 1.902, 1.707], [5.171, 2.648, 3.867], [4.845, 3.400, 4.914], [3.602, 4.213, 4.921], [3.301, 4.896, 5.872], [1.839, 4.754, 3.737], [2.453, 3.342, 1.777], [6.072, 2.048, 3.842], [5.460, 3.458, 5.803], [-0.892, 4.665, -1.948], [-0.409, 3.447, -2.173], [-0.297, 2.909, -3.550], [0.144, 1.793, -3.754], [-0.738, 3.775, -4.667], [-1.222, 4.994, -4.445], [-1.336, 5.537, -3.067], [-1.774, 6.645, -2.861], [-0.985, 5.079, -0.952], [-0.080, 2.796, -1.371], [-0.645, 3.360, -5.663], [-1.551, 5.644, -5.246]]
}

***

No. 2
{
  "formula": "C24H26N6O3RuS2",
  "method": "ωB97M-V with the def2-TZVPD basis set",
  "e_lumo_ha": [-0.1269, -0.1350],
  "charge": 1,
  "largest_force_ev_per_a": 0.2,
  "homo_lumo_gap_ev": [6.55, 6.03],
  "multiplicity": 2,
  "elements": ["Ru", "N", "C", "S", "N", "N", "C", "C", "C", "C", "C", "C", "C", "C", "C", "C", "C", "C", "N", "H", "H", "H", "H", "H", "H", "H", "H", "H", "H", "H", "C", "C", "C", "O", "C", "O", "O", "H", "H", "H", "H", "H", "H", "H", "N", "C", "S", "N", "C", "C", "C", "C", "C", "C", "H", "H", "H", "H", "H", "H", "H", "H"],
  "coordinates": [[0.413, -0.155, -1.197], [2.740, 3.346, -2.288], [1.798, 2.408, -2.054], [0.571, 1.001, 0.730], [0.580, 2.573, -2.399], [-0.249, 1.518, -2.057], [-1.525, 1.686, -2.176], [-2.156, 2.894, -2.745], [-2.950, 3.703, -1.936], [-3.542, 4.840, -2.465], [-3.353, 5.163, -3.801], [-2.565, 4.356, -4.609], [-1.960, 3.226, -4.082], [-2.328, 0.592, -1.592], [-3.713, 0.576, -1.593], [-4.369, -0.442, -0.915], [-3.629, -1.403, -0.251], [-2.245, -1.345, -0.310], [-1.614, -0.387, -0.987], [3.575, 3.335, -1.723], [2.406, 4.251, -2.584], [-3.089, 3.452, -0.892], [-4.149, 5.473, -1.832], [-3.821, 6.047, -4.214], [-2.419, 4.608, -5.651], [-1.337, 2.599, -4.707], [-4.260, 1.354, -2.104], [-5.450, -0.472, -0.898], [-4.107, -2.196, 0.306], [-1.607, -2.069, 0.182], [1.570, -3.480, -3.506], [0.408, -2.911, -2.712], [-0.910, -3.562, -3.083], [0.309, -1.466, -3.037], [0.687, -3.097, -1.198], [0.783, -4.250, -0.824], [0.812, -2.048, -0.468], [1.405, -3.351, -4.578], [1.660, -4.541, -3.284], [2.508, -3.003, -3.219], [-1.088, -3.499, -4.160], [-1.742, -3.094, -2.551], [-0.877, -4.610, -2.794], [-0.527, -1.327, -3.499], [2.826, -0.231, -3.697], [3.425, 0.442, -2.744], [2.419, 0.870, -1.240], [4.706, 0.746, -2.812], [5.473, 1.430, -1.801], [5.640, 0.857, -0.550], [6.389, 1.530, 0.403], [6.979, 2.748, 0.093], [6.826, 3.299, -1.172], [6.067, 2.640, -2.128], [1.868, -0.557, -3.556], [3.328, -0.573, -4.506], [5.215, 0.474, -3.645], [5.190, -0.101, -0.323], [6.516, 1.097, 1.385], [7.567, 3.266, 0.838], [7.296, 4.241, -1.416], [5.933, 3.060, -3.118]]
}

***

No. 3
{
  "formula": "C24H26N8S3SeY",
  "method": "ωB97M-V with the def2-TZVPD basis set",
  "e_lumo_ha": -0.1368,
  "charge": 1,
  "largest_force_ev_per_a": 0.4,
  "homo_lumo_gap_ev": 7.28,
  "elements": ["Y", "S", "C", "N", "C", "C", "C", "C", "C", "C", "S", "H", "H", "H", "H", "Se", "C", "C", "C", "N", "C", "C", "H", "H", "H", "H", "N", "C", "S", "C", "C", "C", "N", "C", "C", "H", "H", "H", "H", "H", "H", "C", "N", "C", "N", "C", "N", "C", "N", "C", "C", "H", "H", "H", "H", "H", "H", "H", "H", "H", "H", "H", "H"],
  "coordinates": [[-0.637, 0.477, 0.240], [-0.405, -1.702, 1.768], [1.200, -1.443, 1.183], [1.577, -0.304, 0.614], [2.929, -0.320, 0.262], [3.655, 0.744, -0.263], [4.993, 0.556, -0.552], [5.616, -0.673, -0.315], [4.911, -1.727, 0.238], [3.566, -1.534, 0.526], [2.439, -2.639, 1.268], [3.189, 1.710, -0.407], [5.572, 1.376, -0.955], [6.664, -0.796, -0.546], [5.394, -2.673, 0.445], [-3.128, 1.457, 0.757], [-2.512, 2.075, 2.470], [-1.186, 2.408, 2.733], [-0.830, 2.893, 3.986], [-1.697, 3.054, 4.976], [-2.962, 2.714, 4.729], [-3.416, 2.224, 3.514], [-0.396, 2.365, 1.985], [0.199, 3.164, 4.194], [-3.657, 2.846, 5.550], [-4.458, 1.971, 3.377], [0.503, 6.414, -4.090], [1.443, 5.619, -3.563], [3.058, 5.848, -3.707], [0.922, 4.461, -2.767], [1.533, 3.214, -2.857], [1.068, 2.191, -2.065], [0.051, 2.334, -1.195], [-0.544, 3.533, -1.119], [-0.141, 4.611, -1.885], [0.796, 7.210, -4.634], [-0.471, 6.163, -4.093], [2.369, 3.064, -3.525], [1.531, 1.212, -2.114], [-1.372, 3.617, -0.423], [-0.635, 5.565, -1.762], [-0.216, -1.858, -2.019], [-0.609, -2.706, -3.119], [-1.809, -3.456, -2.728], [-2.917, -2.557, -2.400], [-2.527, -1.707, -1.301], [-1.300, -0.885, -1.643], [-1.640, -0.093, -2.876], [-2.038, -0.941, -3.974], [-0.941, -1.868, -4.274], [-3.211, -1.726, -3.568], [0.677, -1.289, -2.295], [0.004, -2.467, -1.139], [-1.579, -4.077, -1.861], [-2.106, -4.103, -3.553], [-2.290, -2.309, -0.424], [-3.335, -1.017, -1.054], [-0.759, 0.483, -3.167], [-2.449, 0.596, -2.621], [-0.059, -1.297, -4.571], [-1.236, -2.508, -5.104], [-3.510, -2.366, -4.398], [-4.033, -1.049, -3.333]]
}

***

No. 4
{
  "formula": "C24H26N8SSm",
  "method": "ωB97M-V with the def2-TZVPD basis set",
  "e_lumo_ha": [-0.4085, -0.3682],
  "charge": 3,
  "largest_force_ev_per_a": 0.4,
  "homo_lumo_gap_ev": [5.12, 6.22],
  "multiplicity": 6,
  "elements": ["Sm", "C", "C", "N", "C", "C", "S", "C", "C", "N", "H", "H", "H", "H", "H", "H", "H", "H", "H", "H", "H", "H", "H", "H", "C", "C", "N", "C", "C", "N", "C", "C", "C", "C", "C", "N", "C", "C", "N", "C", "C", "N", "C", "C", "C", "N", "C", "C", "H", "H", "H", "H", "H", "H", "H", "H", "H", "H", "H", "H"],
  "coordinates": [[-0.439, 0.047, -0.351], [-2.241, 2.001, 1.737], [-1.775, 0.930, 2.711], [-0.675, 0.089, 2.159], [-0.762, -1.336, 2.588], [-2.040, -2.051, 2.144], [-2.688, -1.651, 0.479], [-4.043, -0.468, 0.809], [-3.845, 0.889, 0.154], [-2.499, 1.494, 0.357], [-3.141, 2.465, 2.148], [-1.480, 2.779, 1.659], [-1.448, 1.423, 3.627], [-2.596, 0.279, 2.993], [0.202, 0.438, 2.542], [0.115, -1.849, 2.189], [-0.710, -1.414, 3.677], [-1.855, -3.125, 2.138], [-2.867, -1.892, 2.834], [-4.948, -0.923, 0.409], [-4.168, -0.404, 1.886], [-3.997, 0.801, -0.923], [-4.621, 1.561, 0.530], [-2.525, 2.333, -0.219], [0.448, -4.639, -0.682], [-0.118, -3.383, -0.856], [0.580, -2.264, -0.630], [1.871, -2.400, -0.267], [2.389, -3.666, -0.020], [1.685, -4.772, -0.225], [2.684, -1.165, -0.157], [4.059, -1.205, -0.154], [4.812, -0.024, -0.099], [4.073, 1.169, -0.098], [2.699, 1.145, -0.115], [1.993, -0.007, -0.120], [1.909, 2.396, -0.206], [2.437, 3.645, 0.115], [1.768, 4.771, -0.089], [0.558, 4.681, -0.628], [-0.015, 3.445, -0.881], [0.641, 2.302, -0.647], [6.284, -0.032, -0.076], [6.999, -1.227, -0.013], [8.386, -1.184, 0.011], [9.077, -0.049, -0.021], [8.401, 1.095, -0.080], [7.016, 1.155, -0.108], [-0.112, -5.542, -0.893], [-1.144, -3.283, -1.185], [3.393, -3.799, 0.362], [4.556, -2.159, -0.233], [4.582, 2.119, -0.125], [3.420, 3.742, 0.560], [0.034, 5.603, -0.846], [-1.011, 3.380, -1.302], [6.520, -2.195, 0.023], [8.963, -2.099, 0.061], [8.990, 2.003, -0.105], [6.550, 2.128, -0.161]]
}